ORCA calculation (the ωB97M-V functional and the def2-TZVPD basis) on C20H20AlN6O4 as an isolated structure.

Summary:
Total charge: +1
LUMO energy (eV): -4.13

XYZ file:
```
51
Properties=species:S:1:pos:R:3:forces:R:3
Al -0.51078 -0.43898 -0.04790 -0.16 -0.41 0.05
O 6.16456 -0.25310 1.09309 -0.04 -0.01 0.02
C 5.68426 -0.27644 -0.04631 0.13 0.04 0.00
O 6.16588 -0.29760 -1.18504 -0.04 -0.01 -0.02
C 4.12696 -0.29702 -0.04660 -0.07 -0.02 0.00
C 3.42943 -0.34083 -1.25052 -0.01 -0.01 0.02
C 2.05486 -0.41833 -1.21158 0.04 -0.01 0.05
N 1.40193 -0.46264 -0.04370 0.07 0.08 0.00
C 2.05484 -0.37609 1.12256 0.04 -0.01 -0.06
C 3.42925 -0.29508 1.15828 -0.01 -0.01 -0.02
C 1.13840 -0.38788 2.28379 -0.01 -0.02 0.06
C 1.56022 -0.30997 3.60038 -0.04 -0.01 -0.02
C 0.60986 -0.33978 4.60692 0.01 0.00 -0.01
C -0.73432 -0.45156 4.27683 -0.01 0.00 0.00
C -1.08318 -0.52052 2.94415 0.00 0.01 0.02
N -0.17021 -0.48895 1.96579 0.06 0.17 -0.01
C 1.13776 -0.46131 -2.37125 -0.01 -0.03 -0.06
C 1.55793 -0.39176 -3.68910 -0.04 -0.01 0.01
C 0.60749 -0.42380 -4.69489 0.01 0.00 0.01
C -0.73786 -0.52204 -4.36333 0.00 0.00 0.01
C -1.08287 -0.58484 -3.03005 -0.01 0.01 -0.03
N -0.16995 -0.56517 -2.05239 0.04 0.18 0.01
H 4.02256 -0.32103 -2.15623 0.00 0.00 -0.01
H 4.02323 -0.24009 2.06208 -0.01 0.00 0.01
H 2.61272 -0.22520 3.82743 0.01 0.00 0.00
H 0.91646 -0.27753 5.64219 0.00 0.00 0.01
H -1.50104 -0.48092 5.03691 0.00 0.00 0.00
H -2.11696 -0.60737 2.63363 0.00 0.00 0.01
H 2.61000 -0.30542 -3.91736 0.01 0.00 0.00
H 0.91352 -0.36635 -5.73058 0.00 0.00 -0.01
H -1.50616 -0.54041 -5.12212 0.00 0.00 0.00
H -2.11836 -0.63937 -2.71656 0.00 0.00 0.00
C -4.29532 1.33184 0.48831 0.00 0.00 -0.03
C -2.88611 0.98277 0.15956 -0.05 -0.02 0.00
N -2.46033 -0.25877 0.02848 0.01 0.03 -0.06
O -3.36193 -1.25227 0.46410 0.14 -0.09 0.09
C -1.92250 2.01598 -0.04725 0.00 0.01 -0.03
C -2.23181 3.47181 -0.14085 0.01 0.01 0.01
N -0.68609 1.53696 -0.16272 0.04 0.02 -0.01
O 0.30046 2.26434 -0.38581 -0.02 0.01 0.02
H -4.83106 0.50361 0.93791 0.01 0.00 0.00
H -4.80609 1.61430 -0.43671 -0.01 0.00 0.00
H -4.31838 2.20181 1.14148 -0.01 0.00 0.01
H -3.53462 -1.80722 -0.30657 -0.11 0.08 -0.05
H -3.14046 3.65413 -0.71337 -0.01 0.00 0.00
H -1.39985 3.97374 -0.63043 0.00 -0.01 -0.01
H -2.35538 3.92567 0.84488 0.01 0.00 0.00
N -0.65213 -2.52402 0.02620 0.11 0.01 0.01
H -1.18671 -2.86943 0.81992 -0.05 0.03 -0.02
H 0.29710 -2.87708 0.13911 -0.02 -0.04 0.01
H -1.01920 -2.98084 -0.80479 -0.02 0.02 0.00
```
Positions in Å, forces in eV/Å.

=====

ORCA calculation (the ωB97M-V functional and the def2-TZVPD basis) on C20H20AsCoF6N4OS2 as an isolated structure.

Summary:
Total charge: +1
LUMO energy (alpha / beta) (eV): -3.62 / -6.48
Expectation value of S²: 8.820
Multiplicity: 6

XYZ file:
```
55
Properties=species:S:1:pos:R:3:forces:R:3
Co 0.84201 -0.26803 0.10038 0.00 0.04 -0.02
C -2.25246 -2.16246 -2.48800 0.03 0.00 0.00
C -1.10729 -1.92917 -1.55188 -0.01 -0.01 -0.02
N -0.56814 -0.77226 -1.36241 -0.07 -0.04 -0.02
N -1.06619 0.25601 -2.12089 -0.18 -0.18 0.07
C -0.24076 1.24445 -2.31965 0.47 0.26 0.08
S 1.42311 1.15763 -1.81476 -0.22 0.00 -0.06
S -0.91591 2.60336 -3.14912 -0.05 0.00 0.02
C 0.48965 3.72319 -3.44792 -0.06 -0.03 -0.06
C 1.39391 3.28228 -4.56631 0.01 -0.02 -0.04
C 2.73183 2.98564 -4.33545 0.03 0.09 -0.02
C 3.55460 2.58515 -5.38079 0.00 0.02 0.00
C 3.04534 2.47836 -6.66481 -0.01 0.00 0.01
C 1.71191 2.78674 -6.90553 0.00 0.02 0.00
C 0.89421 3.18853 -5.86327 0.00 -0.07 0.00
C -0.50681 -3.10507 -0.88011 0.03 -0.02 0.01
C -1.22332 -4.27176 -0.77048 0.01 -0.01 0.01
C -0.63956 -5.46682 -0.31775 0.03 0.00 0.01
C 0.72849 -5.53667 -0.02144 -0.05 0.01 -0.01
C 1.49004 -4.41065 -0.12790 -0.03 0.06 0.00
C 0.90318 -3.13838 -0.48679 0.04 0.01 0.00
O 1.63320 -2.12063 -0.42525 0.01 0.01 -0.01
H -2.54014 -1.24696 -2.98903 0.00 0.00 0.00
H -3.11024 -2.53450 -1.92469 0.00 0.00 0.00
H -1.98838 -2.92060 -3.22582 0.00 0.00 0.00
H 1.01873 3.91695 -2.51798 0.02 -0.08 0.09
H -0.03523 4.64284 -3.71371 0.03 0.02 0.01
H 3.14403 3.09660 -3.34018 -0.01 -0.03 0.01
H 4.59729 2.36723 -5.19069 0.00 0.00 0.00
H 3.68616 2.16917 -7.47960 0.00 0.00 0.00
H 1.31287 2.72395 -7.90911 0.00 0.00 0.00
H -0.14430 3.43179 -6.05700 0.00 -0.01 0.00
H -2.26641 -4.29339 -1.05126 -0.01 0.00 0.00
H -1.25664 -6.35052 -0.23058 0.00 -0.01 0.00
H 1.16983 -6.47345 0.28877 0.00 0.00 0.00
H 2.54724 -4.40017 0.09999 0.01 0.00 0.00
C -0.85094 -1.31955 5.22364 0.01 0.00 -0.01
N -0.03217 -1.42538 4.02135 -0.02 0.00 0.00
C 1.22804 -1.96712 3.93282 0.02 0.00 -0.01
C 1.62783 -1.79156 2.64728 0.01 -0.04 0.04
N 0.62868 -1.14372 1.95276 -0.08 -0.04 -0.06
C -0.35044 -0.94242 2.81566 -0.05 -0.06 0.04
H -0.28494 -1.71147 6.06323 0.00 0.00 0.00
H -1.76651 -1.89606 5.11215 0.00 0.00 0.00
H -1.08993 -0.27574 5.41421 0.00 0.00 -0.01
H 1.71906 -2.40844 4.78138 0.00 -0.01 0.00
H 2.55786 -2.06985 2.18276 0.00 0.01 0.00
H -1.26688 -0.41585 2.61078 0.01 -0.07 0.00
F -0.76207 1.08707 0.77586 0.02 0.07 0.02
As 0.08600 2.49537 1.55753 0.07 0.09 -0.17
F 1.54699 1.48883 1.19671 0.01 -0.01 0.02
F -0.05103 1.66625 3.05711 0.00 0.10 0.06
F 1.05439 3.70945 2.23697 -0.01 -0.01 0.01
F -1.40579 3.27757 1.77259 0.02 -0.02 0.01
F 0.27129 3.15936 -0.03038 -0.03 -0.05 0.01
```
Positions in Å, forces in eV/Å.

=====

ORCA calculation (the ωB97M-V functional and the def2-TZVPD basis) on C20H20AuN3O3S as an isolated structure.

Summary:
LUMO energy (eV): -0.56

XYZ file:
```
48
Properties=species:S:1:pos:R:3:forces:R:3
Au -1.40853 0.97847 2.91078 0.02 -0.17 -0.16
C -0.33825 5.79919 -2.59368 -0.03 0.03 0.03
O 0.78095 5.09152 -3.08738 0.06 0.03 -0.01
C 0.63638 3.75735 -3.29789 -0.01 -0.12 -0.03
C 1.76426 3.07621 -3.74989 0.06 0.09 0.00
C 1.70627 1.71974 -3.99053 -0.09 -0.15 0.02
C 0.53843 0.99634 -3.74340 -0.15 0.64 0.29
C -0.59524 1.69092 -3.32183 0.13 -0.24 -0.14
C -0.55189 3.05908 -3.10991 -0.07 0.10 0.06
N 0.53976 -0.37976 -4.08344 -0.12 -0.48 -0.24
N -0.03211 -1.26130 -3.41410 0.35 -0.13 -0.39
C -0.56080 -1.03887 -2.12848 -0.38 0.22 0.49
C -1.80530 -1.57729 -1.85322 0.28 0.14 -0.17
C -2.47129 -1.32948 -0.66080 -0.08 0.06 0.16
C -1.91832 -0.53976 0.35718 -0.22 -0.12 0.01
O -2.57413 -0.27123 1.42747 0.07 0.15 0.01
C -0.54722 -0.10033 0.14108 0.16 -0.08 -0.28
N 0.08142 0.53295 1.15639 -0.01 0.23 0.12
C 1.34073 0.88896 1.04930 -0.09 -0.02 0.07
C 2.09659 0.61960 -0.09942 -0.02 -0.09 -0.11
C 1.48696 0.00011 -1.15659 0.16 0.10 0.11
C 0.12494 -0.36161 -1.08269 -0.11 -0.07 0.04
H -0.01114 6.82679 -2.46260 0.00 0.00 0.00
H -0.66869 5.39835 -1.63128 0.01 0.01 -0.01
H -1.17273 5.77443 -3.29959 0.01 -0.01 -0.01
H 2.67500 3.63517 -3.92203 -0.01 0.00 0.01
H 2.57458 1.19020 -4.36280 0.00 0.01 -0.02
H -1.52912 1.16577 -3.17331 0.01 -0.03 0.04
H -1.45286 3.56539 -2.79252 0.03 -0.01 -0.01
H -2.28779 -2.15792 -2.63075 0.01 -0.02 0.00
H -3.46351 -1.72869 -0.49478 0.00 0.02 -0.01
H 1.77918 1.38654 1.90684 0.01 0.01 -0.04
H 3.14199 0.89370 -0.13394 -0.01 0.01 -0.01
H 2.05458 -0.22997 -2.04821 -0.01 -0.02 0.05
O -0.47049 -0.75641 4.35418 -0.03 0.15 0.20
S -0.44824 -1.94443 3.42033 0.20 -0.36 0.19
C 1.15848 -2.76635 3.75149 -0.18 -0.01 -0.20
C 0.84692 -4.22404 4.04972 -0.05 0.00 0.07
C -0.38152 -4.19348 4.95645 0.03 -0.02 -0.05
C -1.38479 -3.28508 4.25610 0.14 0.04 -0.13
H 1.55298 -2.23859 4.62005 -0.01 0.03 0.02
H 1.81633 -2.61589 2.89636 -0.03 0.04 0.02
H 1.69399 -4.72956 4.51420 0.01 0.02 -0.03
H 0.60862 -4.75100 3.12206 0.04 -0.04 0.02
H -0.11298 -3.77285 5.92741 0.00 -0.02 0.01
H -0.79200 -5.19018 5.11870 -0.03 0.02 0.04
H -2.09229 -2.79312 4.92013 -0.03 0.06 -0.06
H -1.92813 -3.80958 3.46883 -0.02 0.02 0.02
```
Positions in Å, forces in eV/Å.

=====

ORCA calculation (the ωB97M-V functional and the def2-TZVPD basis) on C20H20B2F4N10PtS2 as an isolated structure.

Summary:
Relative energy (zero: lowest compared OMol25 entry of this formula, charge and spin) (eV): 0.000
Total charge: +3
LUMO energy (alpha / beta) (eV): -10.52 / -13.30
Expectation value of S²: 0.773
Multiplicity: 2

XYZ file:
```
59
Properties=species:S:1:pos:R:3:forces:R:3
Pt -0.59034 -0.71077 -0.31221 -0.26 -0.36 0.08
C -1.93330 2.87600 1.21646 -0.03 -0.02 -0.02
C -2.16169 1.58166 0.78833 -0.03 0.09 -0.05
N -0.96384 1.00401 0.58878 0.26 -0.26 -0.47
N 0.01525 1.89390 0.81574 -0.08 -0.17 0.34
C -0.55127 3.03836 1.20563 0.06 0.00 0.05
B 1.48280 1.54768 0.40848 -0.03 0.22 0.02
N 1.38432 1.31711 -1.11797 0.04 -0.09 -0.09
C 2.06765 1.81998 -2.15320 0.06 0.01 0.10
C 1.79557 1.07121 -3.28391 -0.04 -0.08 -0.03
C 0.91550 0.09716 -2.86625 0.10 -0.05 0.04
N 0.65563 0.24765 -1.55750 0.01 0.16 -0.24
N 1.83743 0.14002 1.00747 0.12 -0.02 0.16
C 2.98598 -0.27418 1.55897 -0.05 0.00 0.00
C 2.93215 -1.64761 1.74425 -0.05 -0.03 0.00
C 1.69576 -2.02696 1.25287 0.01 -0.02 0.03
N 1.04007 -0.93773 0.82386 0.12 0.15 -0.11
N 2.41464 2.59495 0.87526 -0.05 -0.04 -0.29
C 2.76351 2.90738 2.16065 0.08 0.14 0.23
C 3.41680 4.10884 2.14254 -0.17 -0.27 -0.16
C 3.40754 4.48323 0.77869 0.02 0.07 -0.09
N 2.80082 3.59275 0.02193 0.05 0.02 0.21
H -2.67388 3.60801 1.48933 0.00 0.00 -0.01
H -3.08099 1.04891 0.61024 -0.03 0.00 -0.03
H 0.06269 3.89164 1.45110 0.00 0.00 0.00
H 2.71294 2.66819 -1.98927 -0.02 0.00 0.01
H 2.20049 1.20954 -4.27096 -0.01 -0.01 -0.01
H 0.52960 -0.73274 -3.41661 -0.02 0.07 -0.06
H 3.77178 0.42900 1.78303 0.00 0.01 0.00
H 3.69030 -2.27896 2.17405 0.00 0.00 0.00
H 1.25075 -3.00752 1.18730 0.02 0.00 0.00
H 2.51812 2.25906 2.98820 0.02 0.01 0.00
H 3.84625 4.64000 2.97322 0.00 0.00 0.02
H 3.82440 5.37160 0.33073 0.00 -0.01 -0.01
C -1.48816 -0.44293 3.30103 0.01 -0.03 -0.01
C -1.76368 -1.64228 2.47277 -0.03 0.03 -0.04
N -1.55000 -1.86221 1.19283 -0.01 0.11 0.14
C -1.77491 -3.19332 0.85876 0.10 -0.04 -0.17
C -2.26998 -3.96068 1.90350 -0.02 0.03 0.06
S -2.39242 -3.04115 3.29766 0.01 -0.07 0.00
C -1.48154 -3.61716 -0.45005 -0.03 -0.15 0.09
C -1.84135 -4.85521 -1.01224 0.03 0.08 0.03
S -1.73510 -4.79228 -2.66636 -0.01 0.04 -0.03
C -1.22221 -3.10078 -2.58807 -0.04 0.02 -0.05
N -0.99729 -2.69423 -1.36085 0.17 0.19 0.26
C -1.32387 -2.34477 -3.84915 -0.01 0.00 -0.01
H -1.03823 0.36221 2.73837 0.02 -0.01 0.01
H -0.81012 -0.73845 4.10700 -0.03 0.01 0.02
H -2.40830 -0.09039 3.77415 -0.01 0.01 -0.02
H -2.54138 -5.00653 1.88729 0.00 0.00 -0.01
H -2.19442 -5.73405 -0.49107 0.01 0.00 0.01
H -0.84967 -2.86954 -4.68054 0.05 0.01 0.00
H -0.99610 -1.32064 -3.77883 -0.10 0.03 0.05
H -2.39856 -2.29224 -4.07445 0.02 -0.05 -0.03
F -2.15163 -0.44458 -1.44383 -0.20 0.16 0.19
B -2.71127 1.43972 -2.62661 -0.02 0.15 0.07
F -3.75476 1.69306 -1.86529 0.01 0.00 0.00
F -1.54208 2.00333 -2.33827 -0.01 0.04 0.01
F -2.82638 0.71372 -3.71701 0.03 -0.10 -0.16
```
Positions in Å, forces in eV/Å.